1.
The following is a quantum chemistry calculation of a single C5H10FNO molecule at a distorted geometry, from OMol25.

Values from the calculation:
* HOMO energy: -0.3544 Ha
* energy above the lowest of the compared OMol25 structures with the same formula, charge and spin: 114.0 kJ/mol
* max |F|: 0.0331 Eh/bohr
* SMILES: CO[C@@H]1[C@@H](N)C[C@@H]1F
* frontier orbital gap: 10.544 eV
* DFT total energy: -11600.6742 eV

Each line ends with the Löwdin charge.
Positions of all 18 atoms, in Å:
C -2.485828 -0.328960 0.124120  -0.078
O -1.492170 0.683120 0.011641  -0.156
C -0.274018 0.321963 -0.637571  -0.222
C 0.628795 -0.594838 0.299901  -0.304
N 1.642131 -1.374328 -0.457834  0.033
C 1.320865 0.694784 0.820487  -0.077
C 0.783903 1.436977 -0.406793  -0.285
F 0.349110 2.707806 -0.168997  0.015
H -2.075148 -1.263654 0.510810  0.081
H -3.215480 0.095676 0.815959  0.096
H -2.926511 -0.447298 -0.834232  0.073
H -0.482221 -0.016804 -1.684413  0.156
H 0.051799 -1.166040 1.001453  0.115
H 1.142463 -2.005607 -1.079768  0.064
H 2.163505 -1.969311 0.231747  0.094
H 2.456418 0.678044 0.950253  0.132
H 0.898532 1.073752 1.735893  0.108
H 1.513850 1.474718 -1.232652  0.154

Forces on atoms 1 to 6 (eV/Å):
0.86 0.92 0.61
0.95 0.09 0.10
-0.42 -0.40 0.35
0.91 0.81 -1.19
-0.42 -0.58 0.97
1.36 -0.12 -0.02


2.
The following is a quantum chemistry calculation of a single C5H10FNSi molecule at a distorted geometry, from OMol25.

Values from the calculation:
* HOMO energy: -0.3915 Ha
* energy above the lowest of the compared OMol25 structures with the same formula, charge and spin: 346.4 kJ/mol
* max |F|: 0.0912 Eh/bohr
* SMILES: CCC[Si@@H](C#N)CF
* frontier orbital gap: 10.378 eV
* DFT total energy: -17429.6730 eV

Each line ends with the Löwdin charge.
Positions of all 18 atoms, in Å:
C 1.640265 -1.530730 0.444760  -0.112
C 1.787530 0.013836 0.213717  -0.310
C 0.879923 0.613322 -0.872980  -0.229
Si -1.091491 0.047066 -0.689133  0.797
C -2.477152 -1.323287 -0.221464  -0.339
N -3.285537 -2.029408 0.146415  0.047
C -1.772630 1.377430 0.594967  -0.255
F -1.099311 2.585752 0.241637  -0.159
H 0.603345 -1.611988 0.890812  0.074
H 1.717086 -2.188656 -0.392678  0.060
H 2.472149 -1.801891 1.021473  0.048
H 2.735155 0.118241 -0.134048  0.059
H 1.561235 0.405515 1.253108  0.129
H 0.916609 1.617282 -0.647101  0.030
H 1.340044 0.340923 -1.801945  0.064
H -1.769474 0.570981 -2.050476  0.009
H -2.775462 1.471803 0.460703  0.035
H -1.382276 1.323809 1.542236  0.052

Forces on atoms 1 to 6 (eV/Å):
-2.05 1.92 -0.30
-3.22 -2.11 1.33
-0.81 -4.04 1.69
-1.68 2.61 -1.07
3.76 1.86 -0.99
-1.64 -1.27 0.63


3.
The following is a quantum chemistry calculation of a 2-piece molecular cluster, C5H10FO3S overall at a distorted geometry, from OMol25.

Values from the calculation:
* total charge: -1
* HOMO energy: -0.1178 Ha
* energy above the lowest of the compared OMol25 structures with the same formula, charge and spin: 375.8 kJ/mol
* max |F|: 0.0430 Eh/bohr
* frontier orbital gap: 7.004 eV
* DFT total energy: -25040.3892 eV

Each line ends with the Löwdin charge.
Positions of all 20 atoms, in Å:
C 0.671290 1.397889 1.325305  -0.007
C 1.353739 -0.815597 0.140852  -0.137
C -2.792909 -2.257247 -0.028720  -0.183
C 1.539377 0.502548 0.816014  -0.247
C -2.090183 -0.909990 0.176739  -0.430
O -4.494921 0.248153 0.193473  -0.355
O -2.691674 1.872740 -0.060116  -0.202
O -3.098564 0.541332 -1.915580  -0.358
F -2.080528 -0.552960 1.610191  -0.209
S -3.221323 0.366882 -0.477824  0.596
H -0.393970 1.139228 1.313527  0.027
H 0.998336 2.356458 1.800838  0.053
H -2.880151 1.774318 0.869933  0.033
H 1.974813 -1.591809 0.604596  0.064
H 1.844418 -0.833257 -0.794072  0.041
H 0.322206 -1.174080 -0.087369  0.049
H -2.643431 -2.338227 -1.084326  0.040
H -2.207381 -2.991120 0.654300  0.090
H -3.901014 -2.329774 0.219088  0.066
H 2.612559 0.605055 0.919723  0.069

Forces on atoms 1 to 6 (eV/Å):
0.43 -0.66 -0.16
-1.26 -0.95 0.20
0.09 0.39 2.18
-0.02 0.26 0.58
0.03 1.05 0.05
-0.72 0.29 -0.29


4.
The following is a quantum chemistry calculation of a 2-piece molecular cluster, C5H10FO4P overall at a distorted geometry, from OMol25.

Values from the calculation:
* total charge: -2
* HOMO energy: 0.0402 Ha
* energy above the lowest of the compared OMol25 structures with the same formula, charge and spin: 243.0 kJ/mol
* max |F|: 0.0657 Eh/bohr
* frontier orbital gap: 5.397 eV
* DFT total energy: -25541.9931 eV

Each line ends with the Löwdin charge.
Positions of all 21 atoms, in Å:
C -0.216578 2.375609 0.638017  -0.148
C -2.184098 0.219122 0.334647  -0.141
C 0.152568 1.307648 -0.416287  -0.260
C 0.697592 -1.776266 -0.952490  -0.310
C -0.975568 0.318457 -0.784367  -0.277
O 2.570461 -0.655052 1.146445  -0.398
O 1.702539 -2.992320 1.196398  -0.222
O 3.284240 -2.349488 -0.745292  -0.441
O -0.151667 -2.651152 -0.767147  -0.113
F -1.866510 1.023083 -1.814990  -0.280
P 2.237290 -1.744180 0.191843  0.305
H 0.476070 3.163315 0.496751  0.029
H -0.134392 1.997648 1.600118  0.037
H -1.142581 2.872109 0.535625  0.034
H -2.574232 1.193275 0.835363  0.049
H -2.943938 -0.123015 -0.281437  -0.004
H -1.944062 -0.498710 1.084259  0.023
H 0.968671 0.649709 -0.118837  0.042
H 0.462313 1.963539 -1.259621  0.091
H 0.708648 -1.113884 -1.775669  0.036
H 0.873235 -3.179444 0.856670  -0.053

Forces on atoms 1 to 6 (eV/Å):
1.14 -0.43 -1.36
2.59 2.00 -0.35
-1.78 0.64 -0.29
-0.50 -0.66 2.09
-1.87 0.76 1.17
-0.10 0.83 -0.53


5.
The following is a quantum chemistry calculation of C5H10GdOP as an isolated structure at a distorted geometry, from OMol25.

Values from the calculation:
* HOMO energy (spin up / spin down): -0.1582 / -0.3040 Ha
* energy above the lowest of the compared OMol25 structures with the same formula, charge and spin: 0.0 kJ/mol
* 2S+1: 8
* max |F|: 0.0887 Eh/bohr
* frontier orbital gap (spin up / spin down): 4.871 / 8.155 eV
* DFT total energy: -37509.8178 eV

Each line ends with the Löwdin charge.
Positions of all 18 atoms, in Å:
C 0.352289 -0.578304 -1.157920  -0.001
C 1.550060 -1.155544 -1.433982  -0.158
C 2.135141 -1.771838 -0.251987  -0.114
C 1.340489 -1.640009 0.866982  -0.149
C 0.165424 -0.787446 0.696418  -0.113
Gd -0.542197 2.974096 0.455255  0.789
P -2.773455 1.560768 -0.522620  0.391
H -0.375197 -0.057814 -1.773770  0.032
H 2.041675 -1.192345 -2.406320  0.094
H 3.104848 -2.275062 -0.292927  0.094
H -0.836109 -1.125519 1.004573  0.092
H 1.581980 -2.044854 1.854721  0.099
H -3.216997 0.292397 0.009991  -0.128
H -2.848498 1.259110 -1.937683  -0.156
H -4.019811 2.286534 -0.409858  -0.148
O 0.671625 2.210766 1.814297  -0.653
H 0.365393 0.239723 1.055037  0.031
H 1.303340 1.805340 2.429793  -0.003

Forces on atoms 1 to 6 (eV/Å):
0.37 -0.82 3.33
-1.44 0.73 0.27
-0.66 -0.16 1.60
1.63 -0.54 -0.64
-0.06 0.92 -4.46
-0.76 1.07 -0.93


6.
The following is a quantum chemistry calculation of a 2-piece molecular cluster, C5H10IN2OP overall at a distorted geometry, from OMol25.

Values from the calculation:
* HOMO energy (spin up / spin down): -0.2763 / -0.2763 Ha
* max |F|: 0.0686 Eh/bohr
* frontier orbital gap (spin up / spin down): 7.253 / 7.252 eV
* DFT total energy: -27762.0443 eV

Each line ends with the Löwdin charge.
Positions of all 20 atoms, in Å:
C -1.909566 -0.056491 1.412777  0.018
C -2.098465 1.598033 -0.563636  -0.117
C -2.141051 0.223811 -0.149511  -0.165
C -0.888596 -0.375454 0.365688  -0.440
C 3.308280 -2.322225 -0.337394  -0.496
N -1.040278 2.341411 -0.447623  -0.044
N 0.259145 0.375921 0.477525  -0.174
O 1.643619 2.526674 0.068787  -0.496
P 0.704122 1.666219 -0.686149  0.611
I 2.112406 -1.512389 -1.958590  0.671
H -1.601728 0.676711 2.098837  0.105
H -2.360685 -0.870533 1.788452  0.055
H 2.680004 -2.843535 0.306803  -0.028
H -3.015216 2.061463 -0.943285  0.132
H -2.683672 -0.593520 -0.736478  0.171
H -0.772544 -1.423977 0.244518  0.122
H 3.838378 -1.457512 -0.076991  -0.030
H 3.897795 -3.104001 -0.726848  -0.023
H -0.941818 3.236425 -0.930705  0.099
H 1.009870 -0.147033 0.793822  0.030

Forces on atoms 1 to 6 (eV/Å):
0.83 0.75 -2.85
-0.33 1.93 -0.13
0.17 -2.09 0.44
-0.44 -0.14 1.40
-0.66 0.05 -2.14
-0.33 -0.68 -0.91


> Look up the DFT total energy of the sixth one.

-27762.0443 eV


> max |F| of number 5 (C5H10GdOP)?

0.0887 Eh/bohr